{
  "formula": "C6H8S",
  "method": "ωB97M-V/def2-TZVPD",
  "elements": ["S", "C", "C", "C", "C", "C", "C", "H", "H", "H", "H", "H", "H", "H", "H"],
  "xyz": [[-2.6939, 0.0171, -0.0367], [-0.0780, 1.7768, 0.4970], [0.9802, -1.2827, 0.1260], [-1.0143, -0.2514, -0.2760], [1.3964, 0.0120, -0.5486], [-0.3508, -1.4044, 0.3225], [0.0557, 0.8267, -0.5570], [1.6457, -2.0489, 0.4330], [2.1805, 0.5070, -0.0021], [-0.0994, 1.2408, -1.5926], [0.2322, 1.4262, 1.4265], [1.8118, -0.2981, -1.4264], [-2.8023, -1.0206, 0.7385], [-0.5197, 2.7628, 0.2300], [-0.7441, -2.2632, 0.6660]],
  "forces_ev_per_a": [[-0.206, 1.200, -0.738], [-0.408, 2.824, -1.150], [-0.028, 0.521, 0.535], [1.160, -1.881, 0.971], [-1.857, -0.577, 3.155], [1.354, 4.030, -2.867], [-0.368, -1.715, -3.023], [0.772, -0.457, 0.127], [0.293, 0.419, 0.350], [0.021, -0.027, 1.028], [0.239, 0.114, 1.752], [0.776, -0.147, -3.060], [-0.436, -0.863, 0.665], [0.489, -0.832, 0.948], [-1.803, -2.609, 1.306]],
  "de_lowest_ev": 1.5159,
  "spin_multiplicity": 3,
  "e_homo_ev": [-6.433, -9.255],
  "e_lumo_ev": [0.91, 0.07],
  "e_tot_ha": -631.45198,
  "s_squared": 2.03
}